Molecular formula: C4H14N2O
Method: DFT, ωB97M-V/def2-TZVPD

Atoms and positions in Å:
C  -0.325  0.145  1.116
C  -1.400  -0.227  0.056
C  -0.763  -0.564  -1.300
N  -1.527  -0.255  -2.512
C  -0.812  1.353  1.961
N  -0.908  2.537  1.125
H  0.643  0.350  0.664
H  -0.333  -0.679  1.837
H  -2.023  0.663  -0.076
H  -1.998  -1.086  0.357
H  -0.534  -1.620  -1.203
H  0.220  -0.165  -1.452
H  -1.703  0.755  -2.442
H  -2.504  -0.493  -2.300
H  -1.785  1.090  2.366
H  -0.087  1.465  2.772
H  -1.516  3.240  1.507
H  0.000  2.850  0.828
H  5.549  -3.512  -1.756
H  6.280  -2.639  -0.703
O  5.526  -3.208  -0.847

As for the structure (SMILES): NCCCCN.O. The total charge is 0. Its energy relative to the best compared isomer or geometry (same formula, charge and spin) is 149.95 kJ/mol.

Molecular formula: C4H14N2O
Method: DFT, ωB97M-V/def2-TZVPD

Atoms and positions in Å:
C  -1.508  -0.101  0.018
C  0.388  2.247  -1.337
C  -1.424  -1.334  -0.846
O  0.427  0.875  -1.576
H  -2.051  -0.285  0.947
H  -1.935  0.745  -0.507
H  1.193  2.771  -1.871
H  0.509  2.484  -0.267
H  -0.575  2.671  -1.653
H  -0.922  -1.092  -1.781
H  -0.857  -2.122  -0.349
H  -2.424  -1.717  -1.050
C  1.089  -0.201  1.310
N  1.862  -0.342  0.235
N  0.824  -1.222  2.202
H  1.993  -1.310  -0.045
H  0.817  -2.161  1.835
H  0.633  -0.985  3.160
H  1.204  0.276  -0.825
H  1.174  0.768  1.798
H  -0.418  0.033  0.601

The total charge is 0. Its energy relative to the best compared isomer or geometry (same formula, charge and spin) is 356.11 kJ/mol.

Molecular formula: C4H14N2O
Method: DFT, ωB97M-V/def2-TZVPD

Atoms and positions in Å:
C  1.385  0.098  -0.152
C  2.687  -0.712  -0.121
C  0.700  0.070  1.218
N  0.443  -0.402  -1.158
O  1.736  1.412  -0.510
H  0.926  1.932  -0.547
H  0.286  -1.394  -1.000
H  0.856  -0.300  -2.082
H  2.482  -1.756  0.099
H  3.189  -0.636  -1.084
H  0.587  -0.953  1.563
H  3.349  -0.309  0.640
H  -0.279  0.510  1.161
H  1.315  0.617  1.938
C  -3.048  0.768  0.095
N  -2.335  -0.493  0.185
H  -2.969  -1.264  0.007
H  -1.601  -0.518  -0.515
H  -2.345  1.585  0.225
H  -3.791  0.817  0.899
H  -3.574  0.927  -0.860

As for the structure (SMILES): CC(C)(N)O.CN. The total charge is 0. Its energy relative to the best compared isomer or geometry (same formula, charge and spin) is 79.41 kJ/mol.

Molecular formula: C4H14N2O
Method: DFT, ωB97M-V/def2-TZVPD

Atoms and positions in Å:
C  -1.517  -0.329  -2.185
C  -0.181  0.442  -1.959
C  0.583  -0.137  -0.729
N  -0.292  -0.308  0.424
C  -0.362  0.867  1.287
N  -0.809  0.547  2.682
H  -2.075  0.244  -2.945
H  -1.301  -1.184  -2.832
H  -2.053  -0.527  -1.274
H  -0.359  1.521  -1.921
H  0.407  0.314  -2.871
H  1.124  -1.021  -1.063
H  1.341  0.642  -0.514
H  -0.020  -1.164  0.888
H  -1.144  1.495  0.866
H  0.646  1.268  1.397
H  -1.727  0.942  2.812
H  -0.172  1.097  3.239
H  2.331  -2.182  1.956
H  2.553  -0.903  1.164
O  3.026  -1.626  1.578

As for the structure (SMILES): CCCNCN.O. The total charge is 0. Its energy relative to the best compared isomer or geometry (same formula, charge and spin) is 170.01 kJ/mol.

Molecular formula: C4H14N2O
Method: DFT, ωB97M-V/def2-TZVPD

Atoms and positions in Å:
C  -2.103  -1.095  0.438
C  -1.791  -0.564  -0.946
C  -0.890  0.722  -0.947
N  0.288  0.431  -0.209
C  1.183  1.523  0.154
N  1.901  1.288  1.394
H  -2.693  -0.339  0.976
H  -1.288  -1.353  1.104
H  -2.807  -1.925  0.301
H  -1.211  -1.282  -1.534
H  -2.690  -0.394  -1.545
H  -1.540  1.458  -0.468
H  -0.795  0.964  -2.020
H  0.889  -0.283  -0.596
H  1.840  1.719  -0.704
H  0.549  2.402  0.340
H  1.471  1.682  2.206
H  2.858  1.606  1.328
H  1.547  -2.022  0.601
H  2.971  -2.614  0.079
O  2.311  -1.922  0.047

As for the structure (SMILES): CCCNCN.O. The total charge is 0. Its energy relative to the best compared isomer or geometry (same formula, charge and spin) is 147.58 kJ/mol.

Molecular formula: C4H14N2O
Method: DFT, ωB97M-V/def2-TZVPD

Atoms and positions in Å:
C  0.017  0.166  -2.871
C  -0.771  -0.010  -1.609
C  -0.096  0.581  -0.306
N  0.150  -0.402  0.796
C  -0.363  -0.135  2.249
N  -1.406  0.784  2.267
H  1.102  0.003  -2.871
H  -0.086  1.171  -3.240
H  -0.175  -0.490  -3.721
H  -1.751  0.341  -1.587
H  -0.754  -1.086  -1.334
H  -0.785  1.473  -0.017
H  0.853  1.133  -0.516
H  -0.438  -1.209  0.584
H  -0.479  -1.176  2.594
H  0.560  0.379  2.640
H  -2.274  0.371  1.876
H  -1.605  0.950  3.230
H  2.057  -0.884  0.786
H  3.266  -0.907  0.101
O  2.978  -1.053  0.947

As for the structure (SMILES): CCCNCN.O. The total charge is 0. Its energy relative to the best compared isomer or geometry (same formula, charge and spin) is 227.83 kJ/mol.

Molecular formula: C4H14N2O
Method: DFT, ωB97M-V/def2-TZVPD

Atoms and positions in Å:
C  -1.584  -0.335  1.298
O  -0.306  -0.660  0.814
C  -1.540  0.396  2.645
H  -2.156  -1.261  1.480
H  -2.154  0.218  0.547
H  -2.577  0.565  2.940
H  -1.041  1.348  2.460
H  -1.016  -0.193  3.396
N  -0.475  -1.226  -1.763
C  1.200  -0.713  -1.125
C  1.102  0.784  -1.424
N  2.199  1.514  -0.797
H  0.147  -0.764  -0.230
H  -0.745  -1.658  -0.877
H  -0.105  -1.867  -2.460
H  1.980  -0.953  -0.388
H  1.548  -1.161  -2.048
H  1.113  0.847  -2.513
H  0.110  1.148  -1.137
H  2.227  2.502  -1.027
H  2.071  1.471  0.209

The total charge is 0. Its energy relative to the best compared isomer or geometry (same formula, charge and spin) is 538.52 kJ/mol.

Molecular formula: C4H14N2O
Method: DFT, ωB97M-V/def2-TZVPD

Atoms and positions in Å:
C  -0.632  0.297  1.912
C  0.304  0.864  0.874
C  1.637  1.206  1.622
N  0.796  0.080  -0.247
C  -0.161  0.214  -1.427
N  0.372  -0.440  -2.669
H  -1.041  -0.683  1.654
H  -1.680  0.775  2.037
H  -0.209  0.003  2.962
H  -0.100  1.740  0.417
H  1.915  0.429  2.239
H  1.407  2.125  2.181
H  2.390  1.467  0.844
H  0.986  -0.866  0.030
H  -0.071  1.374  -1.714
H  -1.204  -0.113  -1.282
H  1.087  0.167  -2.992
H  0.862  -1.283  -2.569
H  -1.729  -2.264  -0.873
H  -2.694  -1.374  0.034
O  -1.872  -1.808  -0.056

As for the structure (SMILES): CC(C)NCN.O. The total charge is 0. Its energy relative to the best compared isomer or geometry (same formula, charge and spin) is 253.88 kJ/mol.

no.,Kohn-Sham gap (eV),lowest unoccupied orbital energy (Eh)
1,10.101,0.03848
2,8.730,0.01925
3,9.907,0.03310
4,9.816,0.03065
5,9.429,0.03579
6,10.271,0.03232
7,9.677,0.01382
8,9.400,0.02732